Computed, not measured: a molecular structure, C23H52N6O8PS at a distorted geometry, with ωB97M-V/def2-TZVPD.

```
91
Properties=species:S:1:pos:R:3:lowdin_charge:R:1
C 3.67456 1.26528 2.09183 -0.04
C 2.17044 0.74905 2.42490 -0.26
O 1.28705 1.17509 1.45448 -0.11
C 0.11912 0.65824 0.93557 -0.28
C 0.69427 -0.58570 0.04729 -0.07
C 2.22883 -0.57515 -0.39503 -0.15
C 2.44747 -1.28317 -1.84215 -0.23
O 3.83600 -1.72024 -1.85527 -0.10
C -0.30202 1.79391 -0.20143 -0.23
C -0.23396 3.30528 0.30207 -0.18
O 0.93336 3.85785 0.91488 -0.24
C 1.22530 5.20376 0.48113 -0.09
N 0.48826 1.66374 -1.40852 -0.07
C 1.64587 2.54635 -1.65293 -0.06
C -0.00340 1.30288 -2.70106 -0.42
C -0.48065 -0.05005 -3.36324 0.00
O -0.01239 2.24861 -3.55222 0.00
C -1.91517 1.67211 -0.48685 -0.47
S -2.65461 2.73141 -1.81080 0.82
C -2.49504 0.17048 -0.36939 -0.30
N -3.89603 0.29946 -0.77077 0.02
C -2.21944 -0.38512 1.15549 -0.25
C -2.13729 -1.98770 0.89493 -0.20
N -2.94994 -2.50866 -0.23308 0.02
C -3.63579 -0.30464 1.86913 -0.15
O -3.73746 -0.70587 3.26433 -0.16
N -5.02835 -0.63495 3.69048 -0.01
O -5.00221 -0.95520 4.84370 0.06
N -1.04414 0.26237 1.84738 -0.13
C -0.58956 -0.80315 2.88432 -0.20
N -0.14018 -0.24600 4.22439 -0.21
C -0.74984 -1.06660 5.34654 -0.09
P -1.48706 1.47009 3.19543 1.10
C -2.84572 2.73840 2.87769 -0.27
O -0.18459 2.62923 3.37476 -0.26
H 4.17926 1.51153 3.08093 0.09
H 3.52181 2.27077 1.55396 0.09
H 4.25831 0.52547 1.46009 0.07
H 2.26227 -0.40337 2.46229 0.13
H 1.97118 1.10655 3.49904 0.12
H 0.71289 -1.58407 0.62262 0.11
H 0.08324 -0.82517 -0.87179 0.09
H 2.74011 0.42758 -0.46506 0.09
H 2.90979 -1.19656 0.29642 0.13
H 2.16964 -0.60819 -2.70937 0.11
H 1.83542 -2.25754 -1.85210 0.13
H 4.33969 -0.87418 -1.83955 0.10
H -0.42930 3.96473 -0.62674 0.12
H -1.08862 3.62290 1.00951 0.12
H 1.96673 5.13457 -0.39323 0.10
H 1.79624 5.70676 1.33148 0.11
H 0.31116 5.83607 0.24899 0.11
H 1.41579 3.63741 -1.86856 0.10
H 2.32838 2.51020 -0.72574 0.10
H 2.32201 2.17648 -2.50418 0.12
H -0.30213 -0.04883 -4.49542 0.12
H -0.03307 -1.00474 -2.95371 0.05
H -1.61526 -0.11757 -3.22834 0.09
H -2.44368 2.15353 0.41793 0.07
H -2.64698 4.06316 -1.36837 -0.08
H -1.96766 -0.41032 -1.17922 0.11
H -4.45418 -0.55136 -0.73389 0.08
H -4.40164 1.08177 -0.35147 0.07
H -2.60522 -2.50400 1.81699 0.14
H -1.12421 -2.45718 0.80916 0.11
H -3.32322 -3.43632 0.01350 0.10
H -2.36112 -2.55525 -1.07066 0.09
H -4.32937 -1.07379 1.35468 0.14
H -4.23609 0.64380 1.74719 0.11
H 0.29604 -1.42133 2.59409 0.14
H -1.40433 -1.47875 3.25869 0.11
H 0.86310 -0.47800 4.36984 0.10
H -0.30641 -0.80638 6.35542 0.10
H -1.89470 -0.96570 5.33418 0.09
H -0.55448 -2.18291 5.13259 0.10
H -3.64043 2.57056 2.10910 0.03
H -3.39983 2.82264 3.88756 0.08
H -2.48655 3.82036 2.69134 0.06
H -0.50315 3.31419 4.00228 0.08
C 2.04210 -3.55133 -5.65666 -0.06
C 3.10685 -4.58855 -5.33384 -0.50
C 2.61154 -5.58613 -4.29834 -0.06
O 4.27282 -3.93378 -4.84206 -0.05
H 1.77352 -2.97714 -4.76297 0.06
H 2.41499 -2.83493 -6.39296 0.08
H 1.13891 -4.02223 -6.05330 0.08
H 3.39258 -5.11785 -6.24640 0.14
H 2.36233 -5.08157 -3.35874 0.07
H 3.38957 -6.31792 -4.06781 0.08
H 1.72550 -6.11822 -4.65419 0.08
H 4.03218 -3.46117 -4.03326 0.07
```

HOMO energy (Eh): -0.418
DFT total energy (eV): -70120.12874
Gap between HOMO and LUMO (hartree): 0.3117
Net charge: +1

***

Computed, not measured: a molecular structure, C23H52O3P4SSn at a distorted geometry, with ωB97M-V/def2-TZVPD.

```
84
Properties=species:S:1:pos:R:3:lowdin_charge:R:1
Sn 0.22733 -0.58639 -0.47631 0.65
P -2.36435 -0.14630 -0.62961 0.72
P -0.25141 0.89687 2.06793 0.72
P -0.03525 -2.75507 0.99145 0.70
H 5.73884 -2.50549 -5.20039 0.09
C 5.24373 -3.49805 -5.22732 0.14
C 4.09218 -3.68482 -5.89616 0.16
H 3.56741 -2.83649 -6.36927 0.11
C -2.61183 1.29672 -1.71191 -0.24
C -3.56745 0.12915 0.72493 -0.20
C -3.10822 -1.54675 -1.53320 -0.22
C 1.32317 1.20863 2.94538 -0.24
C -0.89004 2.59670 1.82905 -0.26
C -1.31442 0.29796 3.44233 -0.23
C 0.40243 -4.22235 0.01360 -0.24
C -1.63529 -3.16009 1.76315 -0.21
C 1.16193 -2.75283 2.36980 -0.23
H 5.80430 -4.33347 -4.78441 0.12
H 3.72311 -4.68872 -6.11966 0.12
H -1.80898 1.35116 -2.45853 0.03
H -2.57765 2.22889 -1.13089 0.06
H -3.58069 1.23331 -2.23185 0.09
H -3.43592 1.11571 1.18258 0.04
H -3.45771 -0.63440 1.50379 0.04
H -4.59611 0.06847 0.33864 0.10
H -2.54874 -1.74429 -2.45516 0.06
H -4.15311 -1.31280 -1.78491 0.09
H -3.08739 -2.45498 -0.91767 0.05
H 1.16004 1.86593 3.81529 0.08
H 2.03543 1.68550 2.25667 0.03
H 1.74583 0.25376 3.29149 0.05
H -0.83421 3.16475 2.77076 0.08
H -1.92955 2.57064 1.47666 0.04
H -0.27962 3.10666 1.06000 -0.04
H -1.19764 0.95222 4.31963 0.08
H -1.03536 -0.72543 3.72507 0.04
H -2.36876 0.30133 3.13900 0.03
H 0.52481 -5.06638 0.70762 0.08
H 1.33811 -4.06443 -0.54021 0.03
H -0.39465 -4.45144 -0.70645 0.07
H -1.51686 -4.10321 2.32104 0.09
H -2.41445 -3.30697 1.00115 0.05
H -1.96315 -2.37762 2.46291 0.04
H 1.33442 -3.80098 2.67050 0.08
H 0.79437 -2.18889 3.24410 0.05
H 2.12116 -2.31712 2.04625 0.06
C 2.36201 -1.77004 -2.94687 -0.71
C 3.33126 -2.16331 -1.99685 -0.12
C 4.65375 -1.74320 -2.16091 -0.05
C 5.05383 -1.02930 -3.31098 -0.07
C 4.08664 -0.66377 -4.26023 -0.08
C 2.77075 -1.08870 -4.13382 -0.11
S 0.67991 -2.05009 -2.70271 0.62
H 1.97088 -0.35300 -0.14427 -0.03
H 3.04107 -2.75662 -1.10705 0.10
H 5.38536 -2.01798 -1.39909 0.13
H 6.12211 -0.85161 -3.51940 0.14
H 4.40942 -0.10108 -5.15103 0.14
H 2.05322 -0.93338 -4.94308 0.12
C 4.88066 2.27752 -1.41501 -0.04
C 3.70131 2.02122 -0.51268 -0.27
O 2.42096 2.24570 -1.18849 -0.28
P 1.36483 3.35459 -0.61861 1.02
O 2.26301 4.67417 -1.00291 -0.22
C 2.02895 6.00831 -0.45290 -0.21
C 1.24249 6.04320 0.84254 -0.07
O 0.06989 3.44825 -1.65864 -0.28
C 0.20707 4.10451 -2.95301 -0.23
C -0.98634 3.80172 -3.85780 -0.05
H 4.86757 1.63429 -2.30376 0.07
H 5.76909 2.01699 -0.82578 0.11
H 4.97301 3.34278 -1.69317 0.10
H 3.69982 0.96872 -0.19196 0.09
H 3.81151 2.66398 0.38732 0.13
H 3.02641 6.46061 -0.29400 0.15
H 1.50932 6.58144 -1.24309 0.14
H 0.18694 5.81611 0.66292 0.08
H 1.66293 5.37572 1.60545 0.09
H 1.29909 7.06210 1.23613 0.11
H 1.14928 3.72250 -3.39383 0.13
H 0.30366 5.18635 -2.75495 0.12
H -1.96588 4.04051 -3.42019 0.09
H -0.99321 2.74219 -4.15463 0.08
H -0.89146 4.37843 -4.79674 0.11
```

HOMO energy (spin up / spin down) (Eh): -0.674 / -0.686
DFT total energy (eV): -84617.17293
Gap between HOMO and LUMO (spin up / spin down) (hartree): 0.1392 / 0.1604
Net charge: +4

***

Computed, not measured: a molecular structure, C23H52O4P4Tm at a distorted geometry, with ωB97M-V/def2-TZVPD.

```
84
Properties=species:S:1:pos:R:3:mulliken_spin:R:1
Tm -0.00579 -0.05256 0.72568 2.03
P 0.44802 -2.11257 -1.19418 0.00
P 2.77748 0.13072 1.14564 0.00
P -2.33817 0.44724 -0.71228 -0.01
H 1.80262 2.11722 -0.85746 0.00
C 0.75014 2.25452 -0.57295 0.00
C 0.38386 2.67154 0.67512 0.00
H 1.10444 2.88381 1.46762 0.00
C 1.02836 -1.70274 -2.87702 0.00
C 1.68074 -3.38386 -0.71424 0.00
C -0.99682 -3.16909 -1.59352 0.00
C 3.57367 1.58315 1.92379 0.00
C 3.45016 -1.20906 2.18984 0.00
C 3.80515 -0.06133 -0.36901 0.00
C -3.02258 2.12471 -0.45250 0.00
C -3.84915 -0.55526 -0.53206 0.00
C -2.19204 0.44011 -2.54688 0.00
H 0.04097 2.27657 -1.41440 0.00
H -0.61800 3.04120 0.89882 0.00
H 1.23495 -2.61776 -3.44632 0.00
H 1.95159 -1.11325 -2.80334 0.00
H 0.27147 -1.11630 -3.41157 0.00
H 1.64021 -4.21488 -1.42862 0.00
H 1.46785 -3.76706 0.29098 0.00
H 2.69317 -2.96455 -0.72364 0.00
H -0.67154 -4.05231 -2.15569 0.00
H -1.73646 -2.62012 -2.18762 0.00
H -1.47212 -3.49652 -0.65972 0.00
H 4.66526 1.49088 1.83188 0.00
H 3.30665 1.63537 2.98815 0.00
H 3.24207 2.50390 1.43128 0.00
H 4.53224 -1.30008 2.04294 0.00
H 2.96665 -2.15972 1.93293 0.00
H 3.25013 -0.99295 3.24531 0.00
H 4.86359 0.07412 -0.10815 0.00
H 3.52184 0.70071 -1.10785 0.00
H 3.66695 -1.05117 -0.82527 0.00
H -3.87669 2.24778 -1.13292 0.00
H -2.26536 2.88836 -0.66028 0.00
H -3.35743 2.24626 0.58523 0.00
H -4.66453 -0.07964 -1.09666 0.00
H -4.12202 -0.62088 0.52650 0.00
H -3.67989 -1.56834 -0.91580 0.00
H -3.11976 0.84817 -2.97708 0.00
H -2.02838 -0.57177 -2.94336 0.00
H -1.34890 1.06962 -2.86168 0.00
C -0.74700 0.33440 -6.45001 0.00
C -0.15912 0.43934 -7.73216 0.00
C -0.04622 1.71734 -8.30249 0.00
C -0.54786 2.85067 -7.63749 0.00
C -1.24923 2.70089 -6.43333 0.00
C -1.40917 1.42617 -5.86962 0.00
O -0.59566 -0.77780 -5.66062 0.00
H -0.11858 -1.46551 -6.16101 0.00
H 0.22294 -0.45460 -8.23641 0.00
H 0.44346 1.84081 -9.27554 0.00
H -0.40189 3.84319 -8.06432 0.00
H -1.67978 3.56514 -5.91690 0.00
H -1.98650 1.25514 -4.96036 0.00
C -0.50163 3.21645 5.77976 0.00
C -0.34691 2.82451 4.32975 0.00
O -1.49397 2.00236 3.94304 0.00
P -1.44184 0.64012 3.06896 0.00
O -1.84071 -0.54022 4.09553 0.00
C -1.67221 -0.55366 5.56389 0.00
C -0.24105 -0.86934 5.90249 0.00
O 0.04969 -1.67655 1.86824 -0.01
C -0.24878 -2.89292 2.52079 0.00
C 0.88629 -3.46322 3.33500 0.00
H -1.39337 3.84572 5.87496 0.00
H 0.37953 3.76381 6.13562 0.00
H -0.62578 2.35477 6.43993 0.00
H -0.40256 3.71441 3.69689 0.00
H 0.56957 2.26884 4.12431 0.00
H -2.01529 0.40989 5.95574 0.00
H -2.36221 -1.32682 5.90737 0.00
H 0.44203 -0.11908 5.48978 0.00
H -0.06674 -0.90641 6.97892 0.00
H 0.02549 -1.84098 5.48167 0.00
H -1.12474 -2.73146 3.15531 0.00
H -0.53802 -3.63189 1.76879 0.00
H 1.31293 -2.73168 4.01973 0.00
H 0.49466 -4.28134 3.94318 0.00
H 1.67558 -3.87266 2.70093 0.00
```

HOMO energy (spin up / spin down) (Eh): -0.511 / -0.511
2S+1: 3
DFT total energy (eV): -99544.98138
Gap between HOMO and LUMO (spin up / spin down) (hartree): 0.0665 / 0.0667
Net charge: +3